[1]
Here is a structure of composition C28H23BF4I2NO3RuSi at a distorted geometry from OMol25. Energies are from the ωB97M-V functional and the def2-TZVPD basis.

```
64
Properties=species:S:1:pos:R:3:forces:R:3:nbo_charge:R:1
I 7.2005 -1.3473 -0.4530 -0.0197 0.1302 -0.0698 0.136
I 3.5537 -1.3690 -5.1532 0.0231 0.1208 0.1690 0.193
Ru 0.3217 0.8826 -1.7203 -0.7445 0.2750 0.0003 1.912
Si -1.6025 -0.9779 0.2380 0.8393 0.1934 0.2340 1.927
F 0.3130 2.9878 -2.6247 0.8552 0.0474 -0.0338 -0.570
F -1.4294 1.6983 -2.9929 -0.5713 -0.9671 -0.1212 -0.550
F -1.0055 3.4535 -4.4000 0.0564 0.5510 -2.9846 -0.506
F -1.7896 3.8576 -2.3726 -0.5407 0.3704 0.8148 -0.549
O -0.8948 -0.5679 -1.2051 -0.4432 -0.0236 0.2433 -1.170
O 1.7457 0.1362 -3.0064 -0.3387 0.5735 0.2829 -0.730
O -0.3286 2.7228 -0.0630 -0.2080 -0.0189 0.0754 -0.785
N 2.1410 0.7847 -0.4581 1.0489 -0.9684 1.7855 -0.548
C 2.3887 -1.9469 2.5503 1.1585 0.3507 1.7819 -0.236
C -2.6760 -2.9963 -1.1878 -0.7349 -0.6514 0.3625 -0.177
C 2.2454 0.8442 0.8816 1.0529 1.4145 -1.9919 0.125
C -2.3171 0.5891 0.9635 -0.6844 -0.5230 -1.9844 -0.429
C -0.0882 -1.4849 1.2041 0.7454 -0.6830 2.5733 -0.503
C 5.4147 -0.6615 -1.3321 0.4894 -0.1618 2.0370 -0.136
C 0.0674 -1.4140 2.6299 -0.5660 0.8687 -1.0843 -0.178
C 4.5255 0.2721 0.8979 1.6208 -0.4117 -1.2589 -0.099
C -3.2646 3.1601 1.6349 -0.2265 -1.3357 -1.0730 -0.224
C 0.3205 3.9860 0.1370 0.5819 -0.0712 0.3201 -0.256
C 2.1913 -2.2524 1.2632 3.8503 -1.6085 -2.8812 -0.164
C 2.9481 -0.0192 -2.5188 0.7348 -1.1768 -0.3150 0.268
C -4.7789 -3.6956 0.4928 0.5950 0.4774 -0.2559 -0.195
C -3.5437 -4.0136 -1.5699 -0.3073 0.2181 -1.0115 -0.218
C -3.8593 -2.7001 0.8816 -0.8401 -1.3271 -0.8827 -0.192
C -3.0599 1.3630 0.0047 0.4089 -0.0604 0.2755 -0.253
C 3.4717 0.7793 1.5569 -0.8625 -0.5807 0.4259 -0.270
C 1.2981 -1.5754 3.2717 -1.6983 0.1710 0.9258 -0.238
C -2.8228 -2.3586 0.0635 1.1902 0.2682 -2.2804 -0.513
C 3.9373 -0.6839 -3.2270 0.2658 0.3645 0.4208 -0.208
C -3.5618 2.6096 0.3482 -0.3492 1.8202 0.0855 -0.219
C -2.1054 1.1015 2.2102 -0.1783 0.3711 0.3126 -0.224
C -4.6155 -4.3324 -0.7565 -0.6273 -0.8637 1.7448 -0.207
C 4.4125 -0.0864 -0.4769 0.2675 0.4972 -0.8147 -0.136
C -2.5229 2.3698 2.4896 -0.7129 1.7230 1.6953 -0.209
C 3.2203 0.2650 -1.1352 -0.8821 0.2140 0.0095 0.184
C 5.1956 -0.9675 -2.6183 -1.9743 0.5057 -0.6867 -0.246
C 1.0443 -2.0214 0.6032 -1.9285 -0.1055 -2.8373 -0.233
B -1.0376 3.0482 -3.1740 0.2570 0.0835 1.9825 1.331
H 3.5404 0.9833 2.6182 -0.1983 0.1246 -0.1128 0.240
H 0.5479 4.4528 -0.8456 -0.0969 -0.1043 0.8901 0.211
H -2.3394 2.7222 3.5194 -0.0997 0.0404 -0.6024 0.206
H 5.8786 -1.4876 -3.2178 1.1344 -0.5666 -0.5137 0.239
H 1.3542 -1.4575 4.3504 0.0056 0.1935 -0.1249 0.216
H 3.3849 -1.9102 2.9961 -0.2880 -0.4611 -0.0885 0.217
H 1.4082 1.2043 1.3769 -1.6759 0.3886 0.8876 0.217
H -5.6125 -3.9304 1.1567 0.2488 -0.1196 -0.2769 0.214
H 1.0008 -2.2497 -0.4921 0.1395 0.2738 0.9658 0.223
H -4.1306 3.2635 -0.3880 0.7432 -1.1680 0.9281 0.237
H -1.6936 0.6426 3.0847 0.5686 -0.8234 -0.2530 0.213
H 5.4997 0.1589 1.3743 -0.2710 -0.0529 -0.0421 0.238
H -3.1848 1.0237 -1.0430 0.0535 0.0082 0.8354 0.244
H -3.4876 -4.4643 -2.5831 0.2301 0.2034 0.8943 0.218
H -1.2739 2.9472 -0.1726 0.3106 -0.4829 -0.1052 0.522
H -0.7981 -1.0678 3.1850 0.2298 -0.2827 0.2919 0.198
H -3.6827 4.0822 2.0073 0.0705 0.2473 -0.3320 0.224
H -5.2707 -5.2099 -0.9382 0.3704 0.8936 -0.3404 0.217
H 1.2172 3.8196 0.7660 -0.1283 -0.0793 -0.7510 0.176
H 3.0929 -2.6403 0.6525 -1.5227 0.6221 0.9770 0.207
H -3.8940 -2.1928 1.7935 -0.6389 0.5591 1.4970 0.206
H -0.3071 4.5896 0.7968 -0.1816 0.2578 -0.4588 0.185
H -1.9029 -2.7187 -1.8743 0.3937 0.2572 -0.1566 0.225
```
Forces are in eV/Å.

Values from the calculation:
relative energy (zero: lowest compared OMol25 entry of this formula, charge and spin): 0.5771 eV
LUMO level (alpha / beta): -0.831 / -1.975 eV
2S+1: 6
highest occupied orbital energy (alpha / beta): -8.2558 / -8.3192 eV
energy: -2765.54184 hartree
gap between HOMO and LUMO (alpha / beta): 7.4 / 6.3 eV



[2]
Here is a structure of composition C28H23BrKN5O2S from OMol25. Energies are from the ωB97M-V functional and the def2-TZVPD basis.

```
61
Properties=species:S:1:pos:R:3:forces:R:3:nbo_charge:R:1
Br -1.8617 0.1656 -4.1755 -0.0161 -0.0072 0.0748 0.039
K -0.4928 -0.3064 -0.8407 0.0227 -0.6271 -0.4441 0.893
S -1.6611 -3.5530 -1.5419 0.0240 0.0167 0.3226 -0.488
O -3.1883 1.3464 0.2348 -0.0025 -0.0401 -0.0220 -0.633
O 0.8154 2.2774 2.2137 0.0883 -0.0300 -0.0182 -0.642
N 0.2348 -2.8594 0.7319 -0.1314 -0.2357 -0.0235 -0.188
N 2.0080 -0.7967 0.4481 0.0001 0.1265 0.0786 -0.423
N -2.6752 -4.8169 0.5688 0.1758 -0.1486 -0.2273 -0.631
N -0.6630 -3.8590 1.0078 0.0352 0.1471 -0.2751 -0.518
N -1.0020 1.4794 0.9939 -0.1060 0.6249 0.5319 -0.706
C 1.0671 3.1590 -4.1963 0.0527 0.0633 -0.0128 -0.062
C 2.4206 3.3269 -3.8128 -0.0869 -0.0274 -0.0208 -0.257
C -2.3201 1.8369 0.9411 0.1420 0.0284 0.0278 0.618
C -3.5982 4.7208 3.1581 0.0261 -0.0428 -0.0239 -0.231
C 4.3959 -0.8318 1.8431 0.0131 -0.0874 0.0434 -0.180
C 3.5774 -1.9521 1.8148 0.1083 0.0562 0.0341 -0.278
C -1.3693 3.2560 2.5044 0.2148 -0.0288 -0.0007 -0.131
C 3.9965 0.3130 1.1830 -0.0309 0.0115 -0.0178 -0.282
C -1.2328 4.2603 3.4385 -0.0716 0.0453 0.0378 -0.192
C 2.3725 -1.8970 1.1155 -0.2084 -0.2134 -0.0762 0.190
C -3.7143 3.7001 2.2124 -0.0252 0.0530 0.0619 -0.223
C 1.0628 0.8248 -3.2153 -0.0335 0.1715 -0.0031 -0.333
C -0.3651 2.2822 1.8979 -0.1818 -0.0447 -0.0470 0.638
C 0.3700 4.2076 -4.8532 0.0331 -0.0605 0.0309 -0.211
C -1.7012 -6.9006 1.5499 -0.0016 -0.0371 -0.0355 -0.621
C 0.4266 1.9122 -3.9117 -0.1175 -0.0532 -0.0836 -0.167
C -2.5775 2.9828 1.9089 -0.1179 -0.1129 -0.1448 -0.046
C -1.5978 -4.0553 0.1037 -0.0739 0.0826 0.1544 0.280
C 1.9082 -4.3518 1.7360 0.0758 -0.0826 0.0597 -0.678
C -0.9220 1.8086 -4.3874 0.1990 0.0082 0.0460 -0.011
C 1.4296 -3.0566 1.1465 0.1541 0.3660 0.0296 0.145
C -1.5844 2.8180 -5.0242 0.0561 0.1024 -0.0255 -0.298
C 2.3897 1.0857 -2.9057 0.0846 0.0732 -0.0159 -0.326
C -2.3740 4.9970 3.7640 0.0285 -0.0525 -0.0393 -0.235
C -0.9235 4.0472 -5.2508 -0.0899 -0.0470 -0.0107 -0.233
C 3.0699 2.2960 -3.1936 -0.0439 -0.1050 0.0228 -0.221
C 2.7863 0.2755 0.4992 -0.0541 -0.0834 -0.0255 0.091
C -2.5567 -5.6518 1.7464 -0.0907 0.1043 -0.0217 -0.216
H 4.1116 2.4182 -2.9031 -0.0001 -0.0230 0.0055 0.179
H 2.9707 0.3215 -2.3875 -0.0010 0.0081 0.0065 0.177
H -0.2717 4.4636 3.8954 -0.0058 0.0020 -0.0058 0.214
H -2.6047 2.6724 -5.3514 -0.0065 0.0106 -0.0081 0.209
H -3.5691 -5.9369 2.0495 -0.0083 -0.0203 0.0013 0.169
H 3.8579 -2.8512 2.3456 0.0241 0.0365 0.0072 0.204
H 0.8896 5.1438 -5.0361 0.0104 0.0015 0.0066 0.186
H -0.6777 -6.6139 1.3124 0.0109 0.0159 -0.0199 0.221
H -4.4691 5.3089 3.4248 0.0015 0.0108 0.0085 0.193
H -3.1983 -5.2049 -0.2016 -0.0003 0.0271 0.0416 0.382
H -1.6914 -7.5183 2.4534 0.0058 0.0191 0.0031 0.184
H -4.6568 3.4737 1.7287 0.0053 0.0028 0.0022 0.218
H 1.9299 -4.3199 2.8313 -0.0116 0.0227 -0.0159 0.205
H 4.5863 1.2195 1.1971 -0.0008 -0.0029 -0.0009 0.207
H 5.3311 -0.8562 2.3917 0.0021 -0.0030 0.0033 0.193
H -2.1353 -5.0414 2.5426 0.0126 0.0099 0.0270 0.216
H 2.9177 4.2704 -4.0175 -0.0114 0.0061 -0.0083 0.179
H -2.3097 5.7966 4.4934 -0.0071 0.0063 0.0046 0.192
H 2.9181 -4.5860 1.3896 -0.0326 -0.0132 0.0043 0.200
H 1.2299 -5.1466 1.4423 -0.0185 -0.0226 -0.0168 0.243
H 2.4285 1.1494 -0.0320 -0.0115 -0.0014 -0.0048 0.217
H -1.4516 4.8538 -5.7475 -0.0102 -0.0073 0.0003 0.189
H -2.0863 -7.5076 0.7259 0.0022 0.0006 0.0173 0.189
```
Forces are in eV/Å.

Values from the calculation:
LUMO level: 4.430 eV
net charge: -2
highest occupied orbital energy: -1.3749 eV
energy: -5077.26972 hartree
gap between HOMO and LUMO: 5.8 eV



[3]
Here is a structure of composition C28H24BrMoN4S3 from OMol25. Energies are from the ωB97M-V functional and the def2-TZVPD basis.

```
61
Properties=species:S:1:pos:R:3:forces:R:3:nbo_charge:R:1
Mo -0.0007 0.1774 -0.0756 0.2230 0.0963 -0.4473 0.850
Br -4.5360 5.6161 -2.4932 -0.1008 0.1264 -0.0623 0.109
S -2.8536 -2.4954 -2.3780 -0.1706 -0.2193 -0.1890 0.163
S -1.7982 -1.1967 0.1215 -0.1001 0.1615 0.2504 0.117
S -0.3958 -0.6971 -2.2635 -0.0695 -0.2392 0.2573 -0.002
N -0.0735 2.0007 -0.5245 -0.3519 0.4678 -0.0948 -0.539
N 0.2769 0.6337 2.1079 -0.0821 -0.1041 0.0798 -0.370
N -0.1846 1.8106 2.5960 0.0300 -0.1385 -0.1562 -0.325
N 1.9274 -0.6149 -0.1871 -0.3577 0.0246 0.0946 -0.463
C 5.1021 3.9974 2.4691 -0.0328 0.0034 -0.0079 -0.199
C 4.8937 4.4464 1.1765 0.0632 -0.0206 0.0447 -0.167
C 1.2413 -1.4381 3.0346 0.0019 -0.0886 0.0708 -0.654
C 3.6935 2.1038 2.0283 0.0266 0.0076 0.0329 -0.237
C 4.2189 -0.0936 -0.3284 -0.0265 0.2070 0.0178 -0.216
C 4.0856 3.7330 0.2921 -0.0132 0.1415 -0.2309 -0.103
C 3.1008 3.5902 -1.9587 -0.1120 -0.1351 -0.0439 -0.181
C 0.4416 0.6703 4.3412 0.0146 0.0624 -0.0242 -0.334
C 2.1991 -1.9276 -0.3080 0.1869 0.1629 0.0193 0.061
C -2.4463 2.5050 -0.7689 -0.3530 0.0158 -0.0493 -0.250
C 3.9103 4.1964 -1.0954 0.0833 -0.0208 0.2220 -0.188
C -1.8277 4.8775 -2.0881 0.0926 -0.1206 0.0394 -0.198
C -0.0975 1.8734 3.9342 -0.0261 0.1404 0.0742 0.230
C 2.8928 0.3105 -0.2100 0.0194 -0.0144 -0.0901 0.245
C -0.8092 4.0466 -1.6400 -0.2107 0.1996 -0.0740 -0.250
C 3.4952 -2.3737 -0.4148 -0.1501 -0.0912 -0.0066 -0.229
C -3.1480 4.5120 -1.8813 0.0506 -0.1036 0.0640 -0.098
C 1.2605 2.5583 -0.4490 -0.2534 -0.3155 0.2614 -0.056
C 0.6562 -0.0720 3.1720 0.1087 -0.0660 -0.0641 0.210
C -0.5547 3.0691 4.6991 0.0407 -0.0847 0.0243 -0.657
C -1.7977 -1.5702 -1.6325 0.2235 0.3412 -0.0057 -0.525
C -1.1258 2.8672 -0.9762 0.8327 -0.3126 0.0227 0.183
C 2.5693 1.7831 -0.1852 0.1246 -0.0918 -0.0273 -0.123
C 3.4839 2.5515 0.7289 -0.1129 -0.0309 -0.0001 0.060
C 4.4977 2.8221 2.8993 0.0016 0.0135 -0.0338 -0.184
C 2.2667 2.4385 -1.5444 0.1987 0.0635 -0.1349 -0.243
C -3.4618 3.3287 -1.2274 0.0816 -0.0631 0.0360 -0.194
C 4.5198 -1.4366 -0.4217 0.1038 -0.0851 0.0107 -0.127
H 5.5493 -1.7577 -0.5072 0.0000 0.0200 -0.0129 0.243
H -0.5504 2.4933 1.9523 -0.0351 0.0597 0.0609 0.425
H -1.5886 5.7957 -2.6055 -0.0198 0.0062 -0.0059 0.240
H 0.2181 4.3238 -1.8299 0.0151 -0.0006 0.0134 0.228
H -0.1362 3.0485 5.7024 -0.0203 -0.0070 0.0041 0.247
H -2.7033 1.5795 -0.2646 0.0731 0.0019 0.0092 0.234
H 5.3695 5.3583 0.8372 -0.0102 0.0010 -0.0044 0.224
H 1.2831 3.5119 0.0724 -0.0463 -0.0748 0.1251 0.245
H 0.6521 0.3701 5.3530 0.0002 -0.0184 -0.0029 0.247
H 1.2123 -1.9553 3.9916 0.0220 0.0282 0.0085 0.248
H 3.0524 3.9089 -2.9919 -0.0356 -0.0051 0.0017 0.234
H 1.3475 -2.5942 -0.3172 0.0151 -0.0169 -0.0074 0.236
H -1.6418 3.0777 4.7833 -0.0041 0.0133 0.0066 0.246
H -0.2389 3.9956 4.2202 0.0007 -0.0108 -0.0323 0.235
H 3.2175 1.1892 2.3663 -0.0052 0.0045 -0.0128 0.214
H 4.9942 0.6600 -0.3443 0.0149 -0.0238 -0.0111 0.250
H -4.4942 3.0467 -1.0770 -0.0093 0.0173 -0.0036 0.242
H 4.5075 5.0416 -1.4145 -0.0049 0.0114 0.0194 0.230
H 1.9656 1.7331 -2.3138 0.0457 0.0076 -0.0109 0.252
H 4.6525 2.4673 3.9094 -0.0025 0.0006 0.0038 0.225
H 3.6828 -3.4340 -0.5008 0.0624 0.0159 -0.0040 0.249
H 2.2837 -1.3910 2.7121 -0.0029 0.0072 0.0003 0.229
H 0.6880 -2.0519 2.3217 -0.0360 0.0739 -0.0299 0.232
H 5.7343 4.5617 3.1410 -0.0014 -0.0013 0.0053 0.230
```
Forces are in eV/Å.

Values from the calculation:
LUMO level (alpha / beta): -3.867 / -3.895 eV
net charge: +1
highest occupied orbital energy (alpha / beta): -10.7463 / -10.6143 eV
energy: -5136.99562 hartree
gap between HOMO and LUMO (alpha / beta): 6.9 / 6.7 eV



[4]
Here is a structure of composition C28H24Cl2FeIN7P from OMol25. Energies are from the ωB97M-V functional and the def2-TZVPD basis.

```
64
Properties=species:S:1:pos:R:3:forces:R:3:nbo_charge:R:1
I -0.1148 -3.3373 -0.9292 0.1944 0.0280 0.0213 0.201
Fe 0.1802 -0.6201 -0.2690 0.3187 -0.5936 -0.0157 0.504
Cl 1.8987 0.3872 -2.1188 -0.0098 0.0274 -0.0652 0.030
Cl -1.6520 4.1494 -3.8024 0.0130 -0.0202 -0.0144 0.011
P 1.1215 -0.1303 3.1297 0.1103 -0.0540 0.1450 0.728
N -0.8155 -2.1119 3.6209 -0.0453 -0.0201 -0.0308 -0.334
N 3.6450 -0.8762 2.1463 0.1625 0.0397 0.2034 -0.332
N 0.4690 1.4416 0.9059 -0.0600 0.1166 -0.2849 -0.467
N 0.7326 2.5883 2.7820 -0.1008 0.0120 0.2550 -0.332
N -0.9376 -1.1592 1.6275 -0.0922 -0.2695 -0.4126 -0.464
N -0.7702 1.8359 -2.0528 -0.0631 0.2107 -0.0506 -0.688
N 2.0147 -1.1395 0.6877 -0.4122 0.4059 -0.2160 -0.476
C 0.6098 3.5006 1.7787 -0.0459 0.0258 -0.1362 -0.077
C -0.1923 3.2270 -3.9951 -0.0100 -0.0002 0.0164 -0.027
C -1.9622 -2.0570 1.7560 -0.0756 0.1024 -0.0460 -0.062
C 0.1105 2.2027 -3.0919 0.0372 -0.0711 0.0381 0.075
C -1.8983 -2.6573 2.9800 0.0507 0.0664 0.0287 -0.086
C -0.2682 -1.2055 2.7561 -0.1578 -0.0069 0.2225 0.046
C -2.2909 -1.5274 -1.9580 -0.0807 -0.0402 -0.1206 -0.034
C 3.1943 -1.5020 0.1011 0.1103 -0.1685 0.0326 -0.088
C 4.3576 -0.5371 3.3713 -0.1003 -0.0738 -0.1370 -0.400
C 0.4566 2.7819 0.6265 -0.0930 0.1057 0.1141 -0.078
C -4.4535 -2.3690 -2.8086 0.0233 0.0622 -0.0361 -0.174
C -1.6696 0.7281 -2.3015 -0.1528 -0.0933 -0.2182 0.168
C 1.3777 1.6174 -3.2408 -0.1127 0.0033 0.0128 0.052
C -4.1864 -3.6241 -2.3501 0.0586 -0.1128 0.0488 -0.234
C -0.3665 -2.4598 4.9560 -0.0423 0.0306 -0.0545 -0.402
C -2.0386 -2.8833 -1.6024 0.0270 0.1119 0.0417 -0.138
C -2.8236 0.9459 -3.0902 0.1653 0.0832 0.0167 -0.246
C 0.6663 3.5897 -5.0205 -0.0051 0.0264 -0.0190 -0.231
C 2.2639 1.9873 -4.2355 0.0246 0.0003 -0.0457 -0.259
C 0.8234 2.9012 4.2009 0.0020 -0.0358 -0.1269 -0.402
C 4.2158 -1.3363 0.9940 -0.0678 -0.1338 -0.1141 -0.076
C 0.6271 1.3495 2.2132 0.4445 0.0460 0.0908 0.058
C 2.3051 -0.7758 1.9179 0.1325 0.1088 0.2833 0.066
C -3.5132 -1.3169 -2.6644 0.0675 -0.0332 0.0368 -0.100
C -1.3654 -0.4655 -1.6772 -0.1181 0.1219 0.5783 -0.441
C 1.8946 2.9653 -5.1438 0.0185 -0.0129 -0.0125 -0.205
C -3.7448 -0.0464 -3.2358 -0.1013 -0.0280 -0.0504 -0.210
C -2.9282 -3.9034 -1.7675 -0.1295 0.0443 -0.0820 -0.282
H 4.0216 -1.1575 4.1993 -0.0209 -0.0313 0.0104 0.214
H -0.0848 2.6031 4.7212 -0.0347 0.0000 0.0004 0.213
H -0.1669 -3.5280 5.0182 0.0139 -0.0182 -0.0116 0.213
H -2.6682 -4.9155 -1.4865 -0.0041 0.0121 -0.0070 0.218
H 0.6266 4.5611 1.9644 -0.0077 -0.0242 -0.0011 0.219
H 0.9547 3.9741 4.3089 0.0080 0.0163 -0.0149 0.218
H 2.5697 3.2491 -5.9403 -0.0060 0.0026 0.0200 0.219
H 0.5477 -1.9175 5.1814 0.0131 0.0187 -0.0094 0.221
H 3.2279 1.5006 -4.2971 -0.0229 -0.0014 -0.0058 0.226
H 4.2051 0.5083 3.6292 -0.0119 0.0544 -0.0121 0.212
H 5.2727 -1.5250 0.9141 -0.0195 0.0305 0.0065 0.221
H -5.3931 -2.1601 -3.3095 0.0317 0.0158 0.0038 0.204
H 5.4187 -0.7059 3.2109 0.0030 -0.0128 -0.0179 0.219
H 0.3057 3.1693 -0.3663 0.0056 -0.0102 0.0194 0.232
H -2.9963 1.9104 -3.5491 0.0165 -0.0095 0.0599 0.215
H -4.6528 0.1225 -3.8037 -0.0028 -0.0124 0.0214 0.201
H -0.2287 1.4995 -1.2632 0.0876 -0.0802 -0.0117 0.396
H -2.5092 -3.4146 3.4420 0.0154 0.0203 -0.0055 0.220
H -4.9107 -4.4206 -2.4667 0.0129 0.0002 0.0037 0.209
H 3.2361 -1.8716 -0.9108 -0.0065 0.0581 0.0148 0.230
H 0.3720 4.3769 -5.7008 -0.0021 -0.0042 0.0162 0.228
H 1.6706 2.3933 4.6551 0.0409 -0.0258 -0.0013 0.214
H -1.1209 -2.1935 5.6948 -0.0256 0.0075 0.0082 0.209
H -2.6701 -2.2159 0.9583 0.0317 -0.0178 0.0167 0.237
```
Forces are in eV/Å.

Values from the calculation:
relative energy (zero: lowest compared OMol25 entry of this formula, charge and spin): 0.7954 eV
LUMO level (alpha / beta): 0.215 / 0.217 eV
2S+1: 2
highest occupied orbital energy (alpha / beta): -5.6663 / -5.1177 eV
energy: -4287.76254 hartree
gap between HOMO and LUMO (alpha / beta): 5.9 / 5.3 eV